No. 1
C29H26BN6O5S3Ta as an isolated structure. Source: the Open Molecules 2025 dataset; level of theory: ωB97M-V/def2-TZVPD.

Last column: Mulliken charge in e.
CARTESIAN COORDINATES (ANGSTROEM)
Ta (0.33244, -0.01094, 0.02670)  0.963
O (-3.54400, -0.03888, -4.15347)  -0.660
C (-3.50160, 1.21972, -3.68897)  0.413
C (-4.35832, 2.15294, -4.27418)  -0.721
C (-4.36302, 3.46209, -3.84003)  -0.340
C (-3.51647, 3.87806, -2.81283)  -1.053
C (-2.66954, 2.96197, -2.22745)  -0.251
C (-2.64807, 1.62779, -2.64893)  0.003
C (-1.74887, 0.68525, -1.97688)  1.152
O (-1.03576, 1.13535, -0.97709)  -0.135
N (-1.68953, -0.55381, -2.35032)  -1.406
N (-0.76488, -1.25470, -1.57905)  0.822
C (-0.64617, -2.48670, -1.91007)  -0.141
C (0.25124, -3.43034, -1.29212)  0.919
C (0.28942, -4.74847, -1.75890)  -0.961
C (1.14340, -5.67146, -1.19455)  -0.718
C (1.97524, -5.27853, -0.14610)  -0.555
C (1.95326, -3.98245, 0.33151)  -0.734
C (1.08994, -3.05033, -0.23932)  -0.040
O (1.08613, -1.80397, 0.22364)  -0.062
H (-2.88159, -0.57080, -3.65874)  0.562
H (-5.00785, 1.81838, -5.07172)  0.448
H (-5.03323, 4.17201, -4.30804)  0.386
H (-3.52050, 4.90703, -2.48091)  0.441
H (-2.00139, 3.25456, -1.42825)  0.489
H (-1.27067, -2.84267, -2.72613)  0.278
H (-0.36371, -5.03304, -2.57568)  0.424
H (1.16817, -6.68828, -1.56078)  0.404
H (2.64977, -5.99680, 0.30190)  0.422
H (2.59221, -3.66039, 1.14337)  0.519
C (2.65367, 3.12099, 2.11535)  -0.792
N (1.88902, 2.33024, 3.06460)  0.344
C (2.32727, 1.93929, 4.30424)  -0.377
C (1.32696, 1.21872, 4.85681)  -0.834
N (0.28401, 1.16228, 3.96098)  0.423
B (-1.01664, 0.34088, 4.36240)  0.199
N (-2.18332, 0.64132, 3.38168)  -0.026
C (-3.13575, 1.61216, 3.58448)  -0.530
C (-3.95589, 1.63187, 2.51188)  -0.498
N (-3.49715, 0.65973, 1.64795)  0.381
C (-4.09860, 0.34605, 0.36394)  -0.999
C (-2.40933, 0.08101, 2.18973)  0.187
S (-1.46065, -1.16962, 1.46256)  -0.617
C (0.64848, 1.83663, 2.86775)  -0.063
S (-0.24994, 2.07574, 1.39886)  -0.469
H (3.71056, 2.93758, 2.29342)  0.359
H (2.43540, 4.18117, 2.23975)  0.258
H (2.39776, 2.81312, 1.10627)  0.242
H (3.30611, 2.19297, 4.66816)  0.467
H (1.26383, 0.72960, 5.81180)  0.502
H (-1.35130, 0.74290, 5.45036)  -0.184
H (-0.74666, -0.82830, 4.34744)  -0.083
H (-3.14823, 2.19766, 4.48555)  0.487
H (-4.82152, 2.22805, 2.28617)  0.483
H (-4.06722, 1.22181, -0.28237)  0.358
H (-5.13095, 0.03207, 0.51007)  0.403
H (-3.53619, -0.46355, -0.09349)  0.216
O (3.82084, -0.42217, 1.96138)  -0.663
C (3.22002, -0.20980, 0.93565)  0.228
O (2.02879, 0.37991, 0.95412)  0.177
C (3.79266, -0.52915, -0.41040)  0.027
C (5.02071, -1.19582, -0.38928)  -0.705
C (5.68118, -1.53218, -1.55228)  -0.668
C (5.11452, -1.18809, -2.77422)  -0.513
C (3.90158, -0.52995, -2.81451)  -0.917
C (3.21317, -0.19273, -1.64316)  1.291
S (1.66960, 0.63884, -1.91156)  -0.725
H (5.43737, -1.43887, 0.57851)  0.495
H (6.62772, -2.05437, -1.51145)  0.409
H (5.61706, -1.43903, -3.69979)  0.391
H (3.45501, -0.27151, -3.76594)  0.467

Properties
**Frontier orbital gap**: 7.226 eV
**LUMO**: -0.8 eV
**Total charge**: 0

No. 2
C29H26Br2IrN6 as an isolated structure. Source: the Open Molecules 2025 dataset; level of theory: ωB97M-V/def2-TZVPD.

Last column: Mulliken charge in e.
CARTESIAN COORDINATES (ANGSTROEM)
Ir (0.18331, 0.29230, 0.03699)  2.677
C (-1.52460, 1.23510, -2.28138)  -1.160
C (-0.49450, 2.34268, -2.50634)  -1.401
C (0.97726, 2.05931, -2.29959)  1.124
C (1.88643, 2.64650, -3.17546)  -0.974
C (3.24748, 2.52455, -2.96275)  -0.577
C (3.69228, 1.79571, -1.86659)  -0.892
C (2.75070, 1.20643, -1.05497)  -0.115
N (1.42006, 1.33158, -1.26039)  0.125
N (-1.85419, 0.95101, -0.86348)  -0.337
C (-2.75657, -0.21273, -0.70784)  -1.668
C (-2.25897, -1.22567, 0.30994)  1.004
C (-2.93145, -2.45439, 0.36034)  -0.911
C (-2.42180, -3.69091, 0.80578)  -0.533
C (-1.13761, -3.97887, 1.14932)  -0.583
C (-0.00712, -3.01486, 1.18723)  -0.565
N (-1.19425, -0.84222, 0.97303)  -0.271
C (-2.33378, 2.13047, -0.11590)  -1.238
C (-1.24974, 2.84556, 0.63350)  0.740
C (-1.40575, 4.15384, 1.06170)  -1.212
C (-0.37983, 4.76683, 1.76243)  -0.405
C (0.76979, 4.03659, 2.04337)  -0.945
C (0.84556, 2.73413, 1.60140)  0.108
N (-0.14241, 2.15040, 0.90172)  0.014
H (-1.17394, 0.30957, -2.74004)  0.484
H (-2.43918, 1.53702, -2.80511)  0.597
H (-0.74307, 3.22374, -1.90600)  0.384
H (-0.61085, 2.65413, -3.54356)  0.680
H (1.51949, 3.20691, -4.02443)  0.536
H (3.95340, 2.99408, -3.63499)  0.454
H (4.74438, 1.68082, -1.64829)  0.494
H (3.05172, 0.60404, -0.20777)  0.437
H (-2.85570, -0.72447, -1.66559)  0.573
H (-3.76161, 0.10720, -0.42044)  0.652
H (-3.92055, -2.47762, -0.08247)  0.548
H (-3.12295, -4.51743, 0.80891)  0.531
H (-0.90596, -4.99549, 1.44394)  0.623
H (0.77826, -3.45533, 1.80791)  0.815
H (-3.07034, 1.80532, 0.62116)  0.712
H (-2.84498, 2.82399, -0.78899)  0.459
H (-2.31844, 4.69245, 0.84264)  0.550
H (-0.46990, 5.79522, 2.08595)  0.475
H (1.59226, 4.47118, 2.59295)  0.481
H (1.71535, 2.12770, 1.81732)  0.402
Br (-0.82165, -2.42772, 6.00569)  -0.019
C (-0.16414, -1.92806, 4.30850)  -0.301
C (1.18005, -1.56090, 4.17826)  -0.930
C (1.57956, -0.91374, 2.98833)  -0.450
N (0.81067, -0.84120, 1.94385)  -0.276
C (-0.40564, -1.61256, 1.89198)  1.157
C (-0.99914, -1.86533, 3.22284)  -0.908
C (0.59155, -2.81549, -0.20888)  0.641
C (1.11466, -3.96564, -0.78069)  -0.886
C (1.68956, -3.92827, -2.04271)  -0.428
Br (2.45905, -5.46391, -2.78754)  -0.023
C (1.67698, -2.72030, -2.73218)  -0.865
C (1.15878, -1.61917, -2.09781)  0.019
N (0.64160, -1.62812, -0.85192)  0.224
H (1.86837, -1.66418, 5.00606)  0.548
H (2.54354, -0.41893, 2.94198)  0.581
H (-2.05917, -2.06927, 3.30275)  0.666
H (1.09283, -4.89427, -0.22739)  0.583
H (2.08394, -2.63811, -3.72973)  0.514
H (1.16088, -0.67125, -2.61655)  0.262

Properties
**Frontier orbital gap (alpha / beta)**: 4.015 / 4.017 eV
**LUMO (alpha / beta)**: -11.8 / -11.8 eV
**Total charge**: +3

No. 3
C29H26BrN8O7Ru as an isolated structure. Source: the Open Molecules 2025 dataset; level of theory: ωB97M-V/def2-TZVPD.

Last column: Mulliken spin population.
CARTESIAN COORDINATES (ANGSTROEM)
Ru (0.25955, -0.66922, -0.02083)  0.909
Br (6.68757, 0.93202, 3.63502)  0.000
C (5.29242, 0.20306, 2.59983)  -0.001
C (4.08408, 0.87560, 2.50121)  -0.001
C (3.05653, 0.34055, 1.74329)  0.006
C (3.22440, -0.87947, 1.09507)  0.000
C (4.46489, -1.52505, 1.16146)  -0.002
C (5.48900, -0.99278, 1.92013)  0.000
N (2.15919, -1.42436, 0.28324)  0.001
C (2.26316, -2.58933, -0.24826)  -0.011
C (1.34210, -2.90898, -1.32771)  0.008
C (1.43274, -4.08223, -2.04825)  0.001
C (0.63188, -4.25351, -3.16542)  0.001
C (-0.21013, -3.22473, -3.53045)  0.001
C (-0.26549, -2.08101, -2.75024)  -0.003
N (0.48084, -1.89955, -1.65768)  -0.002
H (3.94315, 1.81564, 3.01528)  0.000
H (2.13381, 0.89044, 1.67609)  0.001
H (4.67496, -2.42702, 0.60837)  0.000
H (6.44333, -1.49761, 1.96726)  0.000
H (3.06298, -3.27811, -0.01286)  -0.003
H (2.13716, -4.84241, -1.73928)  0.000
H (0.67822, -5.16664, -3.74278)  0.000
H (-0.84385, -3.29686, -4.40227)  0.000
H (-0.93109, -1.29117, -3.03340)  0.003
N (1.03984, 1.01421, -0.80822)  -0.050
C (1.26752, 2.12805, -1.05560)  0.035
N (1.56632, 3.35714, -1.28799)  0.037
C (2.23478, 3.77222, -2.54750)  -0.002
C (1.25773, 4.55625, -3.40927)  0.002
C (0.64264, 5.71550, -2.62697)  0.000
C (-0.02848, 5.22333, -1.34572)  0.002
C (0.95820, 4.44865, -0.48747)  -0.004
H (2.61417, 2.87981, -3.04170)  0.001
H (3.08693, 4.38932, -2.25665)  0.000
H (0.47137, 3.88424, -3.76658)  0.000
H (1.78936, 4.92256, -4.28807)  0.000
H (-0.08057, 6.24179, -3.24869)  0.000
H (1.42293, 6.43955, -2.37384)  0.000
H (-0.87574, 4.57515, -1.59234)  0.000
H (-0.41987, 6.05922, -0.76510)  0.000
H (0.50244, 4.01106, 0.39942)  0.001
H (1.78406, 5.08651, -0.16613)  0.001
O (-4.43942, -2.13651, 5.50868)  0.000
N (-4.57358, -2.73974, 4.46925)  0.000
O (-5.50047, -3.44800, 4.15544)  0.001
C (-3.49261, -2.58395, 3.47068)  0.002
C (-3.58862, -3.25706, 2.26284)  0.000
C (-2.58804, -3.08931, 1.32870)  0.007
C (-1.45452, -2.31085, 1.57700)  -0.002
O (-0.42354, -2.30067, 0.78639)  0.072
C (-1.45184, -1.60695, 2.79651)  0.004
C (-2.43999, -1.74422, 3.75821)  0.000
N (-0.39903, -0.62770, 3.04959)  0.002
O (-0.18613, -0.27602, 4.17077)  -0.005
O (0.24371, -0.12678, 2.08827)  0.004
N (-2.74674, -3.72931, 0.01300)  -0.001
O (-3.38613, -4.74958, -0.04192)  -0.001
O (-2.30017, -3.11188, -0.94540)  0.002
H (-4.43769, -3.89387, 2.05282)  0.000
H (-2.39913, -1.20718, 4.69579)  0.000
C (-4.36949, 0.93519, -0.56230)  0.003
C (-3.75693, 0.90086, 0.67822)  -0.001
C (-2.42302, 0.55361, 0.75683)  0.002
N (-1.67781, 0.22667, -0.31445)  -0.014
C (-2.27088, 0.33827, -1.51291)  -0.003
C (-3.59639, 0.67944, -1.68210)  -0.003
H (-5.41631, 1.19076, -0.65673)  0.000
H (-4.29538, 1.15229, 1.58115)  0.000
H (-1.91336, 0.57574, 1.70339)  -0.001
H (-1.63322, 0.20936, -2.36731)  0.001
H (-4.00830, 0.74555, -2.67886)  0.000

Properties
**Multiplicity**: 2
**Frontier orbital gap (alpha / beta)**: 6.804 / 6.088 eV
**LUMO (alpha / beta)**: -6.8 / -7.5 eV
**Total charge**: +2

E_tot? In order: -84415.302; -182332.135; -129350.998 eV.